{"formula": "C28H85N3O13", "method": "ωB97M-V with the def2-TZVPD basis set", "fmax_ha_per_bohr": 0.0803, "charge": 1, "relative_energy_kcal_mol": 46.4, "homo_energy_ev": [-10.97, -10.96], "total_energy_ha": -2259.59749, "e_lumo_ha": [-0.1012, -0.3086], "homo_lumo_gap_ha": [0.302, 0.094], "multiplicity": 2, "species": ["H", "C", "O", "O", "C", "C", "C", "H", "H", "H", "C", "H", "H", "C", "C", "O", "H", "H", "H", "H", "H", "H", "H", "H", "H", "H", "H", "C", "C", "H", "H", "C", "H", "H", "H", "H", "N", "H", "H", "H", "O", "H", "H", "H", "H", "C", "H", "O", "H", "H", "H", "O", "C", "H", "C", "H", "H", "C", "H", "H", "H", "C", "N", "H", "H", "H", "H", "C", "H", "C", "O", "H", "H", "H", "H", "H", "H", "H", "C", "H", "H", "H", "C", "H", "H", "C", "C", "H", "C", "H", "H", "C", "C", "H", "H", "H", "H", "H", "H", "O", "H", "H", "H", "H", "O", "H", "H", "C", "H", "C", "H", "H", "H", "H", "O", "N", "H", "O", "H", "H", "H", "H", "C", "C", "O", "H", "O", "H", "H"], "positions_angstrom": [[-4.884, -1.758, -1.859], [-0.851, 2.326, -1.449], [-1.965, 1.892, 3.358], [-1.913, -3.082, -2.421], [-4.996, 1.532, -2.384], [0.274, -1.946, 4.069], [2.468, 0.816, 3.884], [0.281, 0.046, -2.742], [3.562, 1.105, 6.583], [2.092, 2.308, 0.411], [0.554, 2.269, -5.903], [0.744, -4.726, 4.614], [-1.589, -4.378, -0.871], [1.811, -2.652, 7.653], [0.580, 0.271, -1.718], [3.831, 1.226, 5.669], [0.198, -1.246, -5.361], [-4.032, -1.540, 3.085], [3.839, -2.329, -0.191], [2.809, -3.029, 7.876], [-2.731, -1.518, 1.935], [-0.272, 2.835, 2.453], [-5.663, -0.175, 1.931], [3.184, 3.660, 0.657], [0.413, 6.537, 1.628], [-5.581, 1.632, -1.469], [-0.585, -1.048, 1.312], [-2.814, 1.548, 2.262], [-2.184, 6.599, -0.417], [2.301, 2.740, -2.074], [0.787, -5.259, 0.206], [-1.120, 2.996, 3.119], [-1.440, 2.229, -2.361], [2.915, 2.772, 4.759], [1.647, 0.090, -1.583], [-0.070, 0.557, 0.917], [0.861, -4.286, 3.712], [-2.951, 5.964, 0.026], [1.879, 1.775, 5.723], [-3.960, 3.042, -3.921], [0.410, 1.682, -1.467], [1.944, -1.571, 7.638], [-1.164, -6.950, -1.474], [0.668, 5.431, -6.237], [-3.418, 2.408, 1.972], [-0.171, -0.676, -0.792], [0.984, -2.973, 8.287], [3.103, 3.231, -1.881], [-1.253, -0.616, -0.908], [-0.074, -4.609, -5.095], [-5.229, 3.614, -2.903], [0.544, 4.540, -6.572], [3.803, 2.388, -1.020], [-0.402, 5.521, -0.493], [-0.578, -6.848, -0.561], [-1.675, 3.866, 2.768], [-0.817, 3.379, -1.172], [-0.003, -5.403, -0.531], [0.555, -5.022, -1.387], [-4.308, 0.711, 3.477], [3.296, 0.840, 3.177], [-3.762, 0.420, 2.580], [-4.838, 0.278, 1.565], [-0.574, -2.392, 3.550], [2.037, -2.510, 3.125], [-1.456, 1.716, -0.779], [-0.158, 7.277, -0.421], [3.138, 2.611, 0.364], [1.166, -0.528, 1.033], [-0.725, 6.443, -0.009], [0.148, -4.277, -4.222], [-0.053, -1.813, 5.100], [-1.620, -3.543, -3.207], [5.712, -1.548, -3.089], [-2.256, 1.288, 1.363], [1.317, 1.916, -6.597], [-0.665, 3.235, 4.081], [-3.442, -2.161, -1.636], [2.670, 1.732, 4.975], [1.264, -2.216, -6.240], [0.063, -2.503, -0.200], [3.693, 1.315, -1.175], [2.206, -2.815, 5.267], [-6.413, 0.544, -3.037], [0.704, 1.686, -4.994], [0.379, -2.292, -5.608], [0.835, -3.083, -4.383], [2.355, -0.148, 4.379], [-4.400, 2.907, -2.933], [-4.215, 0.775, -2.449], [4.431, -0.501, -2.291], [0.940, 3.663, -5.502], [4.997, -1.432, -2.275], [0.554, -2.478, -3.521], [1.490, 1.016, 3.446], [-1.167, -2.538, -2.170], [-4.454, -0.203, 0.764], [2.008, 3.716, -5.287], [3.240, -2.574, -2.984], [-1.103, -4.605, -0.075], [4.871, 2.602, -1.059], [1.911, -3.216, -4.271], [2.548, -1.806, 5.493], [5.728, -1.497, -1.469], [-0.492, 6.354, 1.367], [3.684, 2.090, 1.151], [-2.387, -1.055, 3.561], [3.965, -2.530, -2.172], [0.439, 3.889, -4.561], [1.373, -2.906, 3.893], [-0.439, 2.243, -6.351], [-3.808, 3.333, -2.122], [-0.517, -2.695, -6.080], [-2.310, 6.797, -1.482], [3.269, -2.242, -0.959], [0.275, -2.034, -1.069], [0.018, -4.411, 3.171], [-4.111, -1.544, -1.338], [3.156, -3.322, 5.097], [-1.205, -7.040, 0.310], [0.213, -7.588, -0.445], [0.368, -0.955, 3.625], [-3.148, -0.978, 2.785], [0.128, -0.493, 0.701], [-5.869, 1.224, -3.441], [4.418, -3.510, -2.023], [1.434, -3.290, 6.418], [1.275, -2.087, -1.202], [-2.478, 7.552, 0.022]]}

---

{"formula": "C28H85N7O11", "method": "ωB97M-V with the def2-TZVPD basis set", "fmax_ha_per_bohr": 0.0551, "charge": 1, "relative_energy_kcal_mol": 41.6, "homo_energy_ev": [-11.07, -11.07], "total_energy_ha": -2328.16581, "e_lumo_ha": [-0.0750, -0.2717], "homo_lumo_gap_ha": [0.332, 0.135], "multiplicity": 2, "species": ["H", "H", "H", "H", "H", "H", "H", "N", "H", "H", "N", "H", "H", "H", "H", "N", "H", "H", "H", "H", "C", "H", "C", "C", "H", "H", "H", "H", "H", "H", "C", "H", "H", "H", "C", "C", "H", "O", "H", "H", "O", "H", "H", "C", "H", "C", "H", "N", "H", "O", "H", "C", "H", "H", "C", "C", "H", "H", "H", "H", "H", "C", "H", "H", "C", "H", "H", "H", "N", "O", "H", "H", "H", "C", "C", "H", "H", "H", "H", "C", "C", "O", "H", "H", "H", "C", "H", "C", "H", "H", "C", "H", "C", "H", "O", "H", "N", "H", "H", "H", "H", "H", "H", "O", "H", "H", "C", "C", "O", "H", "H", "C", "O", "H", "O", "C", "H", "N", "C", "H", "H", "C", "H", "H", "O", "H", "H", "H", "H", "H", "C"], "positions_angstrom": [[4.282, 1.286, -0.463], [1.524, 3.589, 2.033], [5.109, -0.204, 3.704], [-0.673, -0.125, -0.071], [-1.796, 6.785, 1.470], [-1.332, -0.956, -1.927], [0.672, -3.692, -4.682], [4.836, 1.202, 1.298], [5.233, 0.290, 1.121], [0.651, 0.490, 4.618], [0.522, -3.009, -2.231], [0.639, -4.916, -0.385], [-0.189, -3.700, -2.039], [1.130, 6.207, -6.195], [-3.353, 0.229, -2.671], [0.484, 3.815, -7.051], [-1.410, 5.966, -2.097], [0.797, -1.692, 5.920], [-0.803, -4.213, -4.151], [-5.329, -2.972, 1.135], [0.975, -5.230, 0.603], [2.585, -7.131, 2.046], [1.042, -6.824, 0.538], [2.843, 0.256, 2.018], [-2.468, 0.099, 2.321], [-4.273, -5.662, 0.533], [5.492, 1.888, 6.271], [-3.186, 0.705, -4.330], [1.731, -1.753, -1.473], [-4.424, -1.884, -1.438], [-0.285, -3.278, -4.364], [-1.094, 1.863, 4.523], [-5.337, -3.869, -0.408], [-2.910, 0.272, 3.957], [4.647, 0.782, 3.760], [-4.112, -0.634, 0.180], [-6.888, -1.767, -1.093], [0.145, 0.327, 0.137], [-0.215, 1.358, 1.857], [-0.174, 4.888, -1.932], [-2.073, 2.401, -0.005], [7.116, 1.341, 5.734], [-0.704, -2.749, -5.220], [-1.362, -1.538, -2.848], [-0.665, 3.316, -4.379], [0.678, 5.606, -5.406], [1.278, -7.048, -1.430], [1.764, -7.317, -0.586], [0.058, -7.249, 0.339], [0.977, 3.091, -3.266], [2.779, -1.925, -0.394], [-4.895, -1.712, -0.470], [5.695, 0.306, 5.835], [-3.063, -0.891, 0.030], [3.972, 1.166, 2.437], [-3.569, -4.977, 1.007], [-0.752, -2.427, 6.275], [-4.206, -0.561, 1.263], [1.138, 4.297, -7.650], [2.571, 0.480, 0.986], [-2.134, -2.302, -2.754], [0.331, 2.110, -2.511], [5.678, 1.693, 1.564], [0.847, 6.788, 0.795], [1.531, 3.536, 0.944], [0.444, 5.736, 1.937], [-2.515, 2.382, -0.854], [0.668, -2.696, 1.363], [-0.591, 2.031, 2.509], [1.547, 4.836, 0.407], [0.349, 2.119, -4.991], [-6.778, -1.177, 0.361], [-0.656, 2.304, -2.090], [-0.212, -1.837, 5.534], [-1.070, 1.255, 3.618], [0.827, -0.219, -0.255], [0.624, -1.543, -3.656], [1.695, -8.505, 1.803], [1.271, -3.566, -2.617], [1.553, -7.426, 1.859], [-2.444, 0.820, 3.138], [3.656, 1.361, -1.183], [2.458, 2.976, 0.819], [0.317, 1.197, -3.107], [-2.572, -5.413, 0.934], [6.044, 1.296, 5.541], [3.099, -0.802, 2.082], [-0.117, -2.246, -3.277], [0.693, 2.917, 0.625], [1.989, -4.918, 0.853], [0.489, 5.760, 0.848], [3.841, 0.729, 4.492], [-3.005, -0.122, -3.643], [0.944, 1.969, -1.620], [5.711, 1.650, 4.185], [0.920, -7.329, 2.741], [-6.277, -1.207, -0.515], [-1.350, 4.797, 0.141], [-1.370, 2.426, 2.002], [-0.079, -2.490, 4.672], [-0.968, -3.024, 0.943], [-0.084, -0.617, 3.323], [3.616, 2.184, 2.590], [2.231, -1.265, -0.819], [1.767, -8.326, -0.622], [-0.324, 4.375, -7.282], [-0.792, 5.723, 0.001], [-4.817, -3.116, 0.184], [-0.856, -0.566, 5.246], [-3.071, 1.647, 2.803], [1.930, 0.373, 2.601], [-0.168, -3.351, 1.609], [0.135, -4.714, 1.623], [2.962, 0.738, -0.963], [-1.598, -0.496, -3.742], [-0.241, 0.106, 4.123], [-3.682, -0.937, -3.899], [-1.752, 6.765, 0.462], [0.897, 4.129, -5.701], [0.212, 6.656, -1.669], [-0.544, -3.031, 2.581], [0.391, 3.122, -4.567], [-0.383, 5.856, -5.390], [1.973, 3.971, -5.635], [-3.491, -3.668, 0.301], [-1.164, 2.617, -0.212], [-4.446, 0.334, -0.194], [-2.654, 6.399, 0.191], [1.062, 5.873, -4.422], [-3.824, -4.889, 2.063], [-0.497, 5.842, -1.515]]}